Entry 1:
This record from the OMol25 dataset describes a single C7H14N molecule at a distorted geometry. The level of theory is ωB97M-V/def2-TZVPD.

Summary:
HOMO level (spin up / spin down) in eV: -3.69 / -9.27
Total energy in hartree: -329.69305
Strongest force on any atom in eV Å⁻¹: 1.9
Frontier orbital gap (spin up / spin down) in eV: 4.6 / 10.0
ΔE to the lowest compared entry with this formula, charge and spin in kJ/mol: 258.8

Geometry as ORCA input:
```
! RIJCOSX wB97M-V def2-TZVPD def2/J DEFGRID3
* xyz 0 2
C -0.52 1.70 0.76
C -0.77 0.20 0.78
C 0.19 -0.54 -0.12
C 1.42 -0.93 0.19
C 2.04 -0.82 1.54
C -0.43 -2.17 -1.84
C -0.41 -0.89 -1.45
N -1.33 2.50 -0.23
H 0.52 1.84 0.48
H -0.52 2.24 1.70
H -1.79 -0.01 0.47
H -0.62 -0.04 1.82
H 1.89 -1.45 -0.63
H 1.32 -0.48 2.27
H 2.49 -1.73 1.92
H 2.71 0.05 1.55
H -0.07 -3.04 -1.31
H -0.91 -2.35 -2.78
H -0.96 -0.21 -2.08
H -1.89 1.86 -0.82
H -2.02 3.13 0.25
H -0.70 3.09 -0.82
*
```

Here is what natural (NBO) gives for the atomic charges, in e: number 1, C, carries -0.32; number 2, C, carries -0.46; number 3, C, carries -0.04; number 4, C, carries -0.17; number 5, C, carries -0.65; number 6, C, carries -0.37; number 7, C, carries -0.23; number 8, N, carries -1.09; number 9, H, carries 0.22; number 10, H, carries 0.22; number 11, H, carries 0.23; number 12, H, carries 0.23; number 13, H, carries 0.21; number 14, H, carries 0.20; number 15, H, carries 0.23; number 16, H, carries 0.22; number 17, H, carries 0.20; number 18, H, carries 0.19; number 19, H, carries 0.21; number 20, H, carries 0.37; number 21, H, carries 0.29; number 22, H, carries 0.30

Entry 2:
This record from the OMol25 dataset describes 2 unconnected molecules or ions with the total composition C7H14N at a distorted geometry. The level of theory is ωB97M-V/def2-TZVPD.

Summary:
HOMO level in eV: -13.53
Total energy in hartree: -329.48814
Strongest force on any atom in eV Å⁻¹: 3.2
Frontier orbital gap in eV: 10.5
ΔE to the lowest compared entry with this formula, charge and spin in kJ/mol: 313.5

Geometry as ORCA input:
```
! RIJCOSX wB97M-V def2-TZVPD def2/J DEFGRID3
* xyz 1 1
C -2.32 -0.76 3.10
C -2.11 -1.58 2.25
C 2.46 0.00 -0.26
C 1.24 1.57 -2.01
C -1.42 0.46 -0.77
C 1.16 0.60 -0.84
C 0.00 0.05 -0.45
N -0.14 -0.91 0.64
H -2.55 -0.27 4.05
H 2.49 0.14 0.76
H 3.25 0.45 -0.81
H 2.50 -1.03 -0.46
H 1.92 1.20 -2.89
H 0.26 1.54 -2.48
H -2.45 -2.16 1.33
H -1.75 1.04 0.14
H -2.08 -0.43 -0.84
H -1.48 1.07 -1.68
H 1.65 2.48 -1.61
H -0.18 -1.88 0.40
H -1.07 -0.73 1.09
H 0.63 -0.87 1.33
*
```

Here is what natural (NBO) gives for the atomic charges, in e: number 1, C, carries -0.11; number 2, C, carries -0.40; number 3, C, carries -0.65; number 4, C, carries -0.64; number 5, C, carries -0.65; number 6, C, carries 0.09; number 7, C, carries 0.08; number 8, N, carries -0.73; number 9, H, carries 0.28; number 10, H, carries 0.21; number 11, H, carries 0.25; number 12, H, carries 0.22; number 13, H, carries 0.25; number 14, H, carries 0.23; number 15, H, carries 0.28; number 16, H, carries 0.23; number 17, H, carries 0.22; number 18, H, carries 0.26; number 19, H, carries 0.25; number 20, H, carries 0.43; number 21, H, carries 0.47; number 22, H, carries 0.45

Entry 3:
This record from the OMol25 dataset describes a single C7H14N2 molecule. The level of theory is ωB97M-V/def2-TZVPD.

Summary:
HOMO level in eV: -7.88
Total energy in hartree: -384.56587
Strongest force on any atom in eV Å⁻¹: 0.7
Frontier orbital gap in eV: 8.8
SMILES: C=C(NC)[C@@H]1C[C@]1(C)N
ΔE to the lowest compared entry with this formula, charge and spin in kJ/mol: 173.4

Geometry as ORCA input:
```
! RIJCOSX wB97M-V def2-TZVPD def2/J DEFGRID3
* xyz 0 1
C 2.51 0.08 0.73
C 1.24 0.31 0.39
N 0.46 1.25 1.12
C 0.07 2.49 0.46
C 0.56 -0.61 -0.53
C -0.37 -0.38 -1.71
C -0.93 -0.94 -0.44
C -1.26 -2.40 -0.28
N -1.88 -0.13 0.26
H 3.01 0.68 1.48
H 3.09 -0.71 0.29
H 0.94 1.48 1.98
H -0.28 2.29 -0.54
H -0.74 2.95 1.04
H 0.89 3.20 0.39
H 1.18 -1.49 -0.69
H -0.65 0.63 -1.98
H -0.24 -1.02 -2.56
H -2.32 -2.57 -0.50
H -0.66 -3.02 -0.94
H -1.07 -2.71 0.76
H -1.81 0.84 0.00
H -1.75 -0.21 1.26
*
```

Here is what natural (NBO) gives for the atomic charges, in e: number 1, C, carries -0.48; number 2, C, carries 0.19; number 3, N, carries -0.63; number 4, C, carries -0.41; number 5, C, carries -0.30; number 6, C, carries -0.41; number 7, C, carries 0.13; number 8, C, carries -0.60; number 9, N, carries -0.81; number 10, H, carries 0.19; number 11, H, carries 0.20; number 12, H, carries 0.37; number 13, H, carries 0.19; number 14, H, carries 0.20; number 15, H, carries 0.18; number 16, H, carries 0.22; number 17, H, carries 0.21; number 18, H, carries 0.22; number 19, H, carries 0.22; number 20, H, carries 0.20; number 21, H, carries 0.21; number 22, H, carries 0.36; number 23, H, carries 0.37

Entry 4:
This record from the OMol25 dataset describes a single C7H14N2 molecule at a distorted geometry. The level of theory is ωB97M-V/def2-TZVPD.

Summary:
HOMO level in eV: -7.94
Total energy in hartree: -384.52081
Strongest force on any atom in eV Å⁻¹: 8.3
Frontier orbital gap in eV: 8.8
SMILES: C=C(N)/C(N)=C(\C)CC
ΔE to the lowest compared entry with this formula, charge and spin in kJ/mol: 291.7

Geometry as ORCA input:
```
! RIJCOSX wB97M-V def2-TZVPD def2/J DEFGRID3
* xyz 0 1
C 1.95 1.92 -0.17
C 1.80 0.67 0.30
N 2.86 -0.13 0.66
C 0.12 0.11 0.61
N -0.40 0.63 1.75
C -0.18 -0.51 -0.48
C 0.47 -1.15 -1.65
C -1.88 -1.03 -0.31
C -2.90 0.06 -0.03
H 1.08 2.52 -0.44
H 2.92 2.40 -0.26
H 3.75 0.34 0.79
H 2.65 -0.82 1.37
H 0.20 1.32 2.18
H -0.76 -0.07 2.38
H 0.01 -0.78 -2.57
H 1.54 -0.94 -1.69
H 0.33 -2.23 -1.62
H -2.08 -1.45 -1.30
H -1.94 -1.85 0.40
H -3.91 -0.28 -0.31
H -2.95 0.31 1.03
H -2.69 0.96 -0.61
*
```

Here is what natural (NBO) gives for the atomic charges, in e: number 1, C, carries -0.58; number 2, C, carries 0.17; number 3, N, carries -0.84; number 4, C, carries 0.18; number 5, N, carries -0.84; number 6, C, carries -0.02; number 7, C, carries -0.64; number 8, C, carries -0.42; number 9, C, carries -0.62; number 10, H, carries 0.21; number 11, H, carries 0.19; number 12, H, carries 0.38; number 13, H, carries 0.38; number 14, H, carries 0.40; number 15, H, carries 0.38; number 16, H, carries 0.22; number 17, H, carries 0.23; number 18, H, carries 0.22; number 19, H, carries 0.19; number 20, H, carries 0.19; number 21, H, carries 0.20; number 22, H, carries 0.21; number 23, H, carries 0.21

Entry 5:
This record from the OMol25 dataset describes a single C7H14N2 molecule at a distorted geometry. The level of theory is ωB97M-V/def2-TZVPD.

Summary:
HOMO level in eV: -8.61
Total energy in hartree: -384.28974
Strongest force on any atom in eV Å⁻¹: 6.9
Frontier orbital gap in eV: 9.4
SMILES: C=NN[C@@]1(C)C[C@H]1CC
ΔE to the lowest compared entry with this formula, charge and spin in kJ/mol: 898.3

Geometry as ORCA input:
```
! RIJCOSX wB97M-V def2-TZVPD def2/J DEFGRID3
* xyz 0 1
C -2.49 -1.96 -0.09
N -2.04 -0.76 -0.39
N -1.74 0.12 0.77
C -0.70 0.97 0.14
C -1.46 1.95 -0.60
C 0.49 1.29 0.74
C 0.78 0.56 -0.45
C 1.41 -0.76 -0.13
C 2.89 -0.89 -0.01
H -2.92 -2.16 0.91
H -2.88 -2.69 -0.81
H -1.23 -0.68 1.36
H -2.52 1.63 -1.12
H -0.31 2.16 -1.18
H -1.60 2.69 0.33
H 0.70 2.39 0.63
H 0.41 0.73 1.83
H 1.01 1.09 -1.44
H 1.21 -1.43 0.92
H 1.09 -1.45 -0.97
H 2.70 -1.95 0.22
H 3.50 -0.75 -1.15
H 3.69 -0.10 0.50
*
```

Here is what natural (NBO) gives for the atomic charges, in e: number 1, C, carries -0.15; number 2, N, carries -0.23; number 3, N, carries -0.45; number 4, C, carries 0.10; number 5, C, carries -0.61; number 6, C, carries -0.45; number 7, C, carries -0.29; number 8, C, carries -0.41; number 9, C, carries -0.63; number 10, H, carries 0.15; number 11, H, carries 0.20; number 12, H, carries 0.34; number 13, H, carries 0.27; number 14, H, carries 0.21; number 15, H, carries 0.21; number 16, H, carries 0.22; number 17, H, carries 0.23; number 18, H, carries 0.24; number 19, H, carries 0.20; number 20, H, carries 0.21; number 21, H, carries 0.23; number 22, H, carries 0.17; number 23, H, carries 0.24